a.
{
  "formula": "C4H11NO3",
  "method": "the ωB97M-V functional and the def2-TZVPD basis",
  "e_homo_ev": [-13.6, -13.6],
  "spin_multiplicity": 2,
  "total_charge": 1,
  "s_squared": 0.78,
  "orbital_gap_ev": [9.393, 4.389],
  "species": ["C", "N", "C", "C", "C", "O", "O", "H", "H", "H", "H", "H", "H", "H", "H", "H", "H", "H", "O"],
  "positions_angstrom": [[0.5526, 0.8953, -1.1237], [-0.2129, -0.2001, -1.3207], [-0.3010, -1.0460, -2.4698], [-0.8493, -0.6387, -0.0824], [-0.7485, -2.0229, 0.4345], [-1.4975, -2.2104, 1.5820], [0.6542, 1.4556, -0.0125], [0.9579, 1.4755, -1.9669], [-1.2740, -1.2903, -2.7703], [0.1385, -0.5334, -3.3405], [0.4303, -1.9097, -2.4251], [-1.9379, -0.2650, -0.1406], [-0.5488, 0.0289, 0.7698], [-0.9826, -2.8135, -0.2953], [0.3251, -2.0951, 0.7109], [-1.6321, -1.3808, 2.0947], [2.1791, 3.9498, 2.7297], [2.7859, 4.4588, 3.9890], [1.9611, 4.1422, 3.6373]],
  "lowdin_spin": [-0.023, 0.393, 0.054, 0.076, 0.036, 0.016, 0.327, -0.004, 0.010, 0.004, 0.033, 0.051, 0.012, 0.002, 0.012, 0.001, 0.000, 0.000, 0.000]
}

b.
{
  "formula": "C4H11NO3",
  "method": "the ωB97M-V functional and the def2-TZVPD basis",
  "e_homo_ev": [-14.0, -14.0],
  "spin_multiplicity": 2,
  "total_charge": 1,
  "s_squared": 0.76,
  "orbital_gap_ev": [9.674, 5.089],
  "species": ["O", "C", "C", "C", "C", "O", "N", "H", "H", "H", "H", "H", "H", "H", "H", "H", "H", "H", "O"],
  "positions_angstrom": [[0.9443, 1.4273, 1.4046], [0.2697, 0.4711, 1.5544], [-0.5894, -0.1316, 0.3870], [0.2689, -0.9668, -0.5868], [-0.4568, -1.1831, -1.9158], [0.4481, -2.2003, 0.1144], [-1.6662, -0.9263, 0.8531], [0.1944, 0.0398, 2.5804], [-1.0690, 0.7466, -0.0720], [1.2123, -0.4591, -0.6408], [-0.5760, -2.2559, -2.0211], [0.1606, -0.9143, -2.7525], [-1.4234, -0.7084, -1.9978], [1.3822, -2.4576, 0.1447], [-1.5613, -1.9344, 0.6467], [-1.9521, -0.8314, 1.8242], [1.3279, 3.7794, 0.8553], [1.9780, 4.2981, -0.3941], [1.1077, 4.2068, 0.0161]],
  "lowdin_spin": [0.126, 0.077, 0.114, 0.005, 0.006, 0.009, 0.563, 0.023, 0.042, 0.001, 0.001, 0.000, 0.000, 0.000, 0.011, 0.021, 0.000, 0.000, 0.001]
}

b is preferred energetically. Next in line: 60.1 kJ/mol higher.

a.
{
  "formula": "C3H7NOS2",
  "method": "the ωB97M-V functional and the def2-TZVPD basis",
  "e_homo_ev": -8.9,
  "orbital_gap_ev": 8.522,
  "species": ["C", "C", "S", "C", "S", "N", "O", "H", "H", "H", "H", "H", "H", "H"],
  "positions_angstrom": [[2.3454, 0.9714, 0.7869], [2.1903, 0.0595, -0.3633], [0.9350, -1.4125, -0.1371], [-0.5333, -0.3045, -0.1713], [-0.7350, 1.4466, -0.3830], [-1.7354, -0.9611, -0.0046], [-2.8565, -0.1135, 0.4323], [3.0909, 0.3986, 1.6147], [2.8899, 2.0389, 0.5180], [1.1577, 0.9708, 1.2300], [3.2079, -0.5781, -0.4991], [1.9003, 0.7007, -1.1456], [-1.8418, -1.7585, 0.9632], [-2.6189, 0.9596, 0.7015]],
  "lowdin_charge": [-0.265, -0.576, 0.840, -0.992, 0.611, -0.170, -0.258, 0.114, 0.127, 0.065, 0.112, 0.018, 0.262, 0.112]
}

b.
{
  "formula": "C3H7NOS2",
  "method": "the ωB97M-V functional and the def2-TZVPD basis",
  "e_homo_ev": -7.8,
  "orbital_gap_ev": 7.256,
  "species": ["C", "C", "C", "N", "O", "S", "S", "H", "H", "H", "H", "H", "H", "H"],
  "positions_angstrom": [[-0.7278, 0.4177, -1.2606], [1.2997, 0.4417, 0.8921], [0.8563, -0.6601, 0.0596], [-1.9189, 0.0695, -1.0838], [-0.2233, 1.2075, -2.0319], [-0.1217, -1.9208, 0.8551], [-3.3980, 0.6695, -2.0244], [1.9008, 0.1648, 1.8640], [0.3807, 0.9011, 1.0981], [1.9075, 1.2124, 0.3084], [1.7018, -0.9986, -0.5138], [-2.2870, -0.7285, -0.5830], [-0.5399, -2.7233, -0.0865], [-2.5746, 1.4156, -2.8847]],
  "lowdin_charge": [-0.476, -0.222, -0.580, -0.278, 0.009, 0.720, 0.721, 0.120, 0.037, 0.109, 0.061, 0.051, -0.166, -0.105]
}

b is preferred energetically. Next in line: 181.0 kJ/mol higher.

a.
{
  "formula": "C3H7NOS2",
  "method": "the ωB97M-V functional and the def2-TZVPD basis",
  "e_homo_ev": -8.6,
  "orbital_gap_ev": 8.782,
  "species": ["N", "C", "C", "O", "C", "S", "S", "H", "H", "H", "H", "H", "H", "H"],
  "positions_angstrom": [[0.4157, -1.3263, -0.3279], [0.7503, 0.0632, -0.3830], [0.6699, 0.6918, -1.7346], [1.5938, 1.2573, -2.2619], [-0.1966, 0.8624, 0.5921], [-0.1550, 0.1979, 2.3058], [-1.8746, -1.0204, 2.3311], [0.9675, -2.0472, -0.7301], [-0.1871, -1.7180, 0.3570], [1.7447, 0.1480, 0.0805], [-0.2981, 0.6358, -2.2482], [0.1682, 1.8800, 0.6786], [-1.1625, 0.8150, 0.0896], [-2.4362, -0.4394, 1.2510]],
  "lowdin_charge": [0.037, -0.445, -0.240, 0.071, -0.491, 0.456, 0.316, 0.076, 0.001, 0.137, 0.128, 0.074, 0.064, -0.185]
}

b.
{
  "formula": "C3H7NOS2",
  "method": "the ωB97M-V functional and the def2-TZVPD basis",
  "e_homo_ev": -9.5,
  "orbital_gap_ev": 9.897,
  "species": ["N", "C", "C", "O", "C", "S", "S", "H", "H", "H", "H", "H", "H", "H"],
  "positions_angstrom": [[-1.0615, -0.6405, -2.1214], [-1.2551, -0.4370, -0.6517], [-2.6828, -0.1224, -0.3304], [-3.1804, 0.0452, 0.7385], [-0.1878, 0.5322, -0.1028], [1.4484, -0.3654, -0.0246], [2.4572, 0.7870, 1.2968], [-0.2022, -1.1793, -2.1895], [-1.7365, -1.3482, -2.4168], [-0.9168, -1.4069, -0.2456], [-3.3237, -0.2361, -1.2382], [-0.4368, 0.9215, 0.8775], [-0.0766, 1.2794, -0.8917], [2.1524, 0.1954, 2.4873]],
  "lowdin_charge": [0.022, -0.443, -0.240, 0.088, -0.464, 0.394, 0.296, 0.054, 0.071, 0.121, 0.128, 0.070, 0.078, -0.175]
}

b is preferred energetically. Next in line: 22.5 kJ/mol higher.

a.
{
  "formula": "C3H7NOS2",
  "method": "the ωB97M-V functional and the def2-TZVPD basis",
  "e_homo_ev": -9.4,
  "orbital_gap_ev": 9.941,
  "species": ["N", "C", "C", "O", "C", "S", "S", "H", "H", "H", "H", "H", "H", "H"],
  "positions_angstrom": [[-0.1988, -1.5101, -1.0031], [-0.7938, -0.4234, -0.2882], [-1.5218, 0.5253, -1.2367], [-2.2517, 1.3917, -0.8412], [0.1712, 0.4355, 0.5265], [1.2279, -0.6415, 1.5403], [2.8584, 0.5138, 1.9019], [-0.1936, -1.3788, -2.0070], [0.7573, -1.7090, -0.7433], [-1.6146, -0.6573, 0.3986], [-1.4652, 0.3302, -2.3264], [-0.3435, 1.1990, 1.1066], [0.8415, 0.9690, -0.1508], [2.5266, 0.9557, 3.1228]],
  "lowdin_charge": [0.035, -0.461, -0.226, 0.071, -0.515, 0.435, 0.325, 0.067, 0.035, 0.143, 0.128, 0.086, 0.073, -0.195]
}

b.
{
  "formula": "C3H7NOS2",
  "method": "the ωB97M-V functional and the def2-TZVPD basis",
  "e_homo_ev": -8.7,
  "orbital_gap_ev": 9.156,
  "species": ["N", "C", "C", "S", "C", "O", "S", "H", "H", "H", "H", "H", "H", "H"],
  "positions_angstrom": [[0.0041, 1.2588, -0.8386], [-0.3997, 0.4398, 0.3064], [0.8423, -0.0822, 1.0515], [2.0617, -0.9438, 0.0206], [-1.3924, -0.6531, -0.0811], [-0.9024, -1.6783, -0.7766], [-2.9905, -0.5484, 0.2571], [0.2087, 0.7103, -1.6316], [-0.7792, 1.8636, -1.1339], [-0.9561, 1.1168, 1.0374], [1.3232, 0.7794, 1.5075], [0.5334, -0.7787, 1.8457], [2.3843, 0.1443, -0.7230], [0.0627, -1.6285, -0.8415]],
  "lowdin_charge": [0.044, -0.489, -0.495, 0.758, -0.869, -0.017, 0.711, 0.046, 0.100, 0.142, 0.075, 0.091, -0.109, 0.012]
}

c.
{
  "formula": "C3H7NOS2",
  "method": "the ωB97M-V functional and the def2-TZVPD basis",
  "e_homo_ev": -9.4,
  "orbital_gap_ev": 9.646,
  "species": ["N", "C", "O", "C", "C", "S", "S", "H", "H", "H", "H", "H", "H", "H"],
  "positions_angstrom": [[1.5628, 1.4959, 1.3893], [0.2965, 1.9005, 1.0290], [-0.1304, 2.9635, 1.4193], [-0.3849, 0.9765, 0.0522], [-0.9943, -0.2950, 0.6209], [-0.8526, -1.8658, -0.3155], [0.5549, -1.6140, -1.8375], [1.7932, 0.5546, 1.1526], [2.0021, 2.0930, 2.0619], [-1.0454, 1.5378, -0.6105], [0.3968, 0.7645, -0.6834], [-2.0677, -0.1206, 0.7380], [-0.6568, -0.5027, 1.6307], [-0.2494, -1.3544, -2.8817]],
  "lowdin_charge": [0.159, -0.551, 0.059, -0.207, -0.540, 0.435, 0.318, 0.094, 0.107, 0.127, 0.055, 0.071, 0.065, -0.193]
}

c is preferred energetically. Next in line: 53.6 kJ/mol higher.

a.
{
  "formula": "C8H32N2O7",
  "method": "the ωB97M-V functional and the def2-TZVPD basis",
  "e_homo_ev": -9.5,
  "orbital_gap_ev": 9.817,
  "species": ["C", "O", "C", "C", "C", "N", "H", "H", "H", "H", "H", "H", "H", "H", "H", "H", "H", "C", "O", "C", "C", "C", "N", "H", "H", "H", "H", "H", "H", "H", "H", "H", "H", "H", "O", "H", "H", "O", "H", "H", "O", "H", "H", "O", "H", "H", "O", "H", "H"],
  "positions_angstrom": [[4.0861, 0.2280, 4.5723], [3.1576, 0.1961, 3.4547], [1.7675, 0.0365, 3.8329], [0.9424, 0.1081, 2.6005], [-0.5402, 0.2926, 2.9019], [1.0892, -1.1520, 1.7728], [4.0124, -0.7282, 5.0797], [3.9890, 1.0758, 5.2468], [5.0987, 0.2753, 4.1608], [1.6221, -0.9268, 4.3130], [1.4523, 0.8370, 4.5364], [1.2093, 0.9419, 1.9581], [-0.8415, -0.4746, 3.5942], [-1.1172, 0.1965, 1.9448], [-0.7742, 1.3050, 3.2987], [2.0728, -1.5259, 1.9055], [0.4736, -1.8487, 2.1295], [-0.6008, 2.2467, -4.0852], [-0.1599, 2.0320, -2.7776], [1.0864, 1.3262, -2.8400], [1.3915, 0.9659, -1.4074], [2.6820, 0.1120, -1.3584], [0.2220, 0.1246, -0.9133], [0.0578, 2.8697, -4.6605], [-1.6185, 2.6958, -4.0101], [-0.6650, 1.3024, -4.6681], [1.0459, 0.4776, -3.5184], [1.8467, 2.0241, -3.1982], [1.5873, 1.8627, -0.8059], [3.5228, 0.6003, -1.8675], [2.5098, -0.8755, -1.8169], [2.9458, -0.0740, -0.3406], [-0.5863, 0.7174, -0.6978], [0.4951, -0.2720, -0.0322], [-2.4656, -2.9175, 0.1437], [-3.1714, -3.5654, 0.2173], [-2.8155, -2.1967, 0.6846], [-3.9545, -1.2224, 1.5485], [-4.5344, -0.4634, 1.2507], [-4.1166, -1.2713, 2.5149], [-4.2109, 0.4569, -1.2735], [-3.9187, 1.3002, -1.6717], [-3.6531, -0.1312, -1.7654], [-1.9585, -1.1826, -2.1491], [-2.1089, -1.8211, -1.4648], [-1.1586, -0.7230, -1.8769], [-2.0600, -0.8332, -4.9799], [-2.1259, -1.2660, -4.1081], [-1.2101, -1.1359, -5.3751]],
  "lowdin_charge": [-0.087, -0.201, -0.215, -0.431, -0.065, 0.036, 0.079, 0.081, 0.085, 0.125, 0.135, 0.129, 0.071, 0.082, 0.092, 0.105, 0.057, -0.132, -0.189, -0.216, -0.375, -0.058, 0.050, 0.073, 0.104, 0.074, 0.128, 0.127, 0.136, 0.081, 0.088, 0.047, 0.084, 0.014, -0.066, 0.047, -0.019, -0.076, 0.085, 0.072, -0.063, 0.048, -0.020, -0.064, -0.001, -0.003, -0.096, -0.002, 0.046]
}

b.
{
  "formula": "C8H32N2O7",
  "method": "the ωB97M-V functional and the def2-TZVPD basis",
  "e_homo_ev": -8.5,
  "orbital_gap_ev": 8.356,
  "species": ["C", "O", "C", "C", "C", "N", "H", "H", "H", "H", "H", "H", "H", "H", "H", "H", "H", "C", "O", "C", "C", "C", "N", "H", "H", "H", "H", "H", "H", "H", "H", "H", "H", "H", "O", "H", "H", "O", "H", "H", "O", "H", "H", "O", "H", "H", "O", "H", "H"],
  "positions_angstrom": [[1.3895, -3.0946, -2.1496], [2.3348, -2.0393, -1.9753], [2.9667, -1.9391, -0.7040], [3.8520, -0.6311, -0.7884], [4.7173, -0.4155, 0.3677], [3.0497, 0.6153, -0.8868], [0.5237, -2.6289, -1.6788], [1.5673, -4.0531, -1.6621], [1.2927, -3.3024, -3.2152], [2.1761, -1.8953, 0.0451], [3.5577, -2.8146, -0.4353], [4.4379, -0.6454, -1.7075], [5.3878, 0.4312, 0.2206], [5.3814, -1.2774, 0.4323], [4.0813, -0.2378, 1.2349], [2.5364, 0.7001, -0.0211], [2.2987, 0.4632, -1.5447], [-2.5333, 1.6995, -2.3764], [-2.7315, 2.4716, -1.1995], [-3.5241, 1.7925, -0.2165], [-3.3646, 2.5573, 1.1431], [-1.8872, 2.6149, 1.5712], [-3.9967, 1.8780, 2.2263], [-1.9413, 2.3107, -3.0576], [-3.5134, 1.6616, -2.8519], [-1.9682, 0.7797, -2.2257], [-4.5580, 1.7566, -0.5596], [-3.2273, 0.7628, -0.0173], [-3.8467, 3.5348, 1.1563], [-1.3715, 3.4114, 1.0348], [-1.4094, 1.6363, 1.5258], [-1.6916, 2.9290, 2.5965], [-3.4849, 1.0636, 2.5346], [-4.9079, 1.5578, 1.9309], [1.6534, 0.5471, 1.9829], [1.5643, 1.4437, 2.3060], [1.9712, 0.0506, 2.7371], [-0.7346, -3.3907, 0.7760], [-0.6628, -2.4607, 0.5613], [-0.0927, -3.5264, 1.4731], [-2.5639, -0.5832, 2.5574], [-1.8412, -0.5172, 1.9333], [-2.2798, -1.2485, 3.1843], [0.5387, -0.1406, -2.3197], [-0.0010, -0.4069, -3.0641], [1.1520, -0.8651, -2.1965], [-0.3971, -0.4091, 0.5575], [-0.1997, -0.1130, -0.3311], [0.2994, -0.0334, 1.0959]],
  "lowdin_charge": [-0.068, -0.242, -0.146, -0.415, -0.089, 0.062, 0.076, 0.096, 0.099, 0.114, 0.123, 0.141, 0.089, 0.084, 0.068, 0.030, 0.028, -0.103, -0.194, -0.176, -0.418, -0.064, 0.016, 0.086, 0.087, 0.068, 0.117, 0.113, 0.133, 0.075, 0.043, 0.075, 0.021, 0.070, -0.024, 0.080, 0.074, -0.055, -0.023, 0.028, -0.046, -0.010, 0.050, -0.054, 0.059, -0.028, -0.061, 0.024, -0.015]
}

a is preferred energetically. Next in line: 82.3 kJ/mol higher.

a.
{
  "formula": "C8H15BrNO",
  "method": "the ωB97M-V functional and the def2-TZVPD basis",
  "e_homo_ev": [-11.9, -11.9],
  "total_charge": 1,
  "orbital_gap_ev": [8.079, 7.992],
  "species": ["C", "O", "C", "C", "Br", "C", "C", "C", "C", "N", "C", "H", "H", "H", "H", "H", "H", "H", "H", "H", "H", "H", "H", "H", "H", "H"],
  "positions_angstrom": [[-0.0171, 2.4194, -2.4608], [-0.2043, 1.0004, -2.1763], [-0.2828, 0.5843, -0.9675], [0.5877, 0.9729, 0.4144], [0.9251, 2.7559, 0.9250], [0.2534, -0.0650, 1.3990], [1.3515, -0.2353, 2.4806], [-1.2124, -0.0152, 1.9626], [0.2977, -1.3300, 0.4703], [-0.5568, -0.9128, -0.7759], [-0.3328, -1.7863, -1.9691], [1.0383, 2.5832, -2.2241], [-0.7422, 2.8457, -1.6576], [-0.2802, 2.6916, -3.5568], [2.2228, -0.5825, 1.9896], [1.1504, -0.9019, 3.2927], [1.6749, 0.6684, 3.0024], [-1.2472, 0.9688, 2.4032], [-1.4097, -0.8442, 2.6673], [-1.8347, -0.2437, 1.1175], [1.2848, -1.3959, 0.0618], [-0.0814, -2.2354, 1.0611], [-1.5737, -1.0062, -0.5698], [-1.1346, -1.4889, -2.7065], [0.6151, -1.6964, -2.5800], [-0.4917, -2.7507, -1.6034]],
  "lowdin_charge": [0.004, -0.082, -0.186, -0.505, 0.820, -0.598, -0.029, 0.000, -0.032, -0.075, 0.016, 0.087, 0.120, 0.137, 0.074, 0.086, 0.082, 0.089, 0.104, 0.057, 0.128, 0.178, 0.179, 0.127, 0.139, 0.080]
}

b.
{
  "formula": "C8H15BrNO",
  "method": "the ωB97M-V functional and the def2-TZVPD basis",
  "e_homo_ev": -13.7,
  "total_charge": 1,
  "orbital_gap_ev": 8.985,
  "species": ["C", "C", "C", "C", "C", "C", "C", "C", "N", "O", "Br", "H", "H", "H", "H", "H", "H", "H", "H", "H", "H", "H", "H", "H", "H", "H"],
  "positions_angstrom": [[0.7775, 1.3465, -1.0949], [1.6992, 0.6180, -0.6967], [-1.9157, -2.0225, 1.1906], [-0.5224, 1.9276, -1.4025], [-2.4346, -1.2842, -0.0111], [-1.6903, 0.8396, -1.4588], [-1.4225, -0.1117, -0.3293], [2.9319, 0.3390, -0.1113], [3.6124, 1.3050, 0.4795], [2.1152, -0.3058, 1.7680], [3.7105, -1.2616, -0.7270], [-0.9968, -2.6597, 1.0397], [-1.7893, -1.3695, 2.1063], [-2.6385, -2.8917, 1.5349], [-0.4515, 2.3249, -2.3894], [-0.6894, 2.7152, -0.6753], [-3.4519, -0.8295, 0.1547], [-2.5403, -2.0304, -0.7081], [-1.8202, 0.3312, -2.4482], [-2.4312, 1.5302, -1.2882], [-0.5675, -0.7125, -0.7138], [-1.1605, 0.1636, 0.6835], [4.6279, 1.4351, 0.7183], [3.0165, 2.1537, 0.5057], [2.7344, -0.7727, 2.3505], [1.2972, -0.7777, 1.5229]],
  "lowdin_charge": [0.067, -0.067, -0.158, -0.140, -0.259, -0.136, -0.233, -0.785, 0.149, -0.054, 0.916, 0.079, 0.084, 0.113, 0.117, 0.134, 0.131, 0.073, 0.150, 0.082, 0.107, 0.105, 0.179, 0.159, 0.101, 0.087]
}

b is preferred energetically. Next in line: 28.2 kJ/mol higher.